13
Properties=species:S:1:pos:R:3:forces:R:3 method="wB97M-V/def2-TZVPD" total_energy_ev=-9375.1626 spin_multiplicity=1 homo_ha=-0.36355 de_lowest_ev=1.9331
C 0.0539 1.0937 -1.5584 -0.002 0.006 -0.179
C -0.4986 0.2732 -0.4184 -0.559 0.246 0.031
C 1.0325 -0.1842 1.2727 0.188 -0.193 0.085
C 0.4634 -0.6924 0.1814 0.835 0.688 -0.060
C -1.4976 -1.7244 0.8987 -1.198 -1.195 1.321
O -1.8561 -1.7360 1.9768 0.242 0.038 -0.756
O -1.5839 0.4993 0.0746 0.319 0.349 -0.457
H -0.0427 2.1520 -1.2959 -0.041 -0.164 -0.063
H -0.5415 0.9058 -2.4550 0.046 0.064 0.017
H 1.1054 0.8690 -1.7520 -0.196 0.003 -0.032
H 0.5205 0.6049 1.8215 0.324 0.078 -0.214
H 1.9974 -0.5124 1.6259 -0.103 -0.349 0.357
H 0.8473 -1.5487 -0.3719 0.146 0.428 -0.049